ORCA calculation (the ωB97M-V functional and the def2-TZVPD basis) on a cluster of 3 separate species, C15H36BrNO9S in total in a non-equilibrium geometry.

Geometry as XYZ:
```
63
Properties=species:S:1:pos:R:3:forces:R:3:mulliken_charge:R:1
C 2.0450 3.6455 -3.7929 -0.1 0.2 -0.1 -1.26
C 1.1479 4.2508 -2.7322 0.1 -0.2 -0.2 0.19
Br 2.2227 5.2954 -1.4809 -0.2 0.0 0.1 -0.15
C 0.0591 5.1678 -3.2937 0.0 0.1 0.3 -0.60
O -0.3921 4.8054 -4.6034 -0.1 -0.3 0.4 -0.33
S -1.1692 3.3623 -4.6566 0.1 0.6 0.8 0.76
O -1.3216 3.1842 -6.0525 -0.2 -0.4 -1.4 -0.59
O -2.6770 3.7953 -4.1030 0.6 -0.1 0.0 -0.28
N -2.9377 3.2510 -2.8176 -0.5 0.0 0.3 -0.31
H 3.0094 3.3737 -3.3907 0.2 0.0 0.2 0.44
H 2.1772 4.3523 -4.6035 0.2 0.1 -0.2 0.31
H 1.5995 2.7438 -4.1970 -0.2 -0.2 -0.2 0.34
H 0.6909 3.4633 -2.1472 0.1 -0.1 0.3 0.26
H 0.4296 6.1811 -3.3544 0.1 0.2 -0.3 0.44
H -0.7797 5.1872 -2.6016 -0.2 0.1 0.1 0.28
H -2.5516 2.3138 -2.7560 0.0 0.0 -0.1 0.27
H -2.4855 3.8314 -2.1206 0.1 0.0 0.0 0.23
C -6.9172 -0.1572 2.2143 0.1 -0.1 0.0 -0.78
O -5.6408 -0.4777 1.7097 0.1 0.2 0.1 -0.26
C -5.4896 -0.0955 0.3540 0.0 -0.2 0.1 -0.64
C -4.0275 0.0085 -0.0142 0.0 0.0 -0.1 -0.35
O -3.4070 1.2102 0.4226 0.0 0.0 0.0 -0.40
C -3.0939 1.3064 1.8063 0.0 0.1 0.0 -0.49
C -1.8929 0.4865 2.2183 -0.1 -0.1 0.2 -0.50
O -2.2417 -0.8757 2.3865 0.0 0.0 -0.2 -0.33
C -1.1123 -1.7174 2.3120 -0.1 0.0 0.0 -0.86
H -7.7063 -0.6704 1.6525 0.0 0.1 0.0 0.32
H -6.9528 -0.4841 3.2513 0.0 0.0 0.0 0.23
H -7.0924 0.9245 2.1794 -0.1 0.0 0.0 0.33
H -5.9735 0.8723 0.1754 0.0 0.0 0.0 0.35
H -5.9666 -0.8550 -0.2813 0.0 0.1 -0.1 0.43
H -3.9685 0.0396 -1.1047 0.0 0.0 0.0 0.36
H -3.4743 -0.8697 0.3235 -0.1 0.0 0.1 0.18
H -3.9615 1.0741 2.4256 0.0 -0.1 0.0 0.19
H -2.8434 2.3576 1.9649 0.0 0.0 0.0 0.39
H -1.5046 0.8701 3.1725 0.1 0.1 -0.1 0.45
H -1.1122 0.5848 1.4537 0.0 0.0 0.0 0.29
H -0.6287 -1.6370 1.3315 0.1 0.0 0.1 0.36
H -1.4512 -2.7421 2.4535 0.0 0.0 0.0 0.33
H -0.3842 -1.4702 3.0935 0.1 0.0 -0.1 0.36
C 5.9997 -2.1561 -1.2395 0.0 0.0 0.1 -0.77
O 5.3281 -2.2966 -0.0085 -0.2 0.0 -0.1 -0.26
C 4.7272 -1.0859 0.4155 0.2 -0.2 0.1 -0.57
C 3.6415 -1.3517 1.4330 -0.1 0.1 0.1 -0.45
O 2.4156 -1.7935 0.8668 0.0 0.0 0.0 -0.38
C 2.3621 -3.1437 0.4269 -0.1 0.1 -0.1 -0.56
C 2.2626 -4.1513 1.5496 0.2 -0.1 0.0 -0.44
O 3.5331 -4.3880 2.1293 0.0 0.2 0.1 -0.28
C 3.4347 -4.9435 3.4208 0.0 0.0 -0.1 -0.76
H 6.8028 -1.4132 -1.1709 0.0 0.0 -0.1 0.32
H 6.4330 -3.1219 -1.4905 0.0 0.0 0.0 0.23
H 5.3035 -1.8650 -2.0350 0.0 0.1 0.0 0.32
H 4.2928 -0.5572 -0.4421 0.0 0.0 0.0 0.33
H 5.4993 -0.4505 0.8718 -0.1 0.1 0.0 0.42
H 3.4032 -0.3998 1.9127 0.0 0.0 0.0 0.40
H 3.9907 -2.0356 2.2084 0.1 -0.1 -0.1 0.20
H 3.1953 -3.3781 -0.2375 0.1 -0.1 0.1 0.24
H 1.4412 -3.2115 -0.1569 0.0 0.0 0.0 0.43
H 1.8775 -5.0996 1.1489 -0.1 0.0 0.0 0.42
H 1.5634 -3.7769 2.3081 0.0 0.0 0.0 0.27
H 2.9103 -4.2624 4.1017 0.0 -0.1 0.0 0.32
H 4.4460 -5.0977 3.7909 0.0 0.0 0.0 0.24
H 2.9123 -5.9072 3.3994 0.0 0.0 0.1 0.32
```
Positions in Å, forces in eV/Å.

Calculated values
**E**: -4297.03074 Eh
**LUMO**: 0.14 eV
**ΔE to the lowest compared entry with this formula, charge and spin**: 85.3 kcal/mol
**Frontier orbital gap**: 0.351 Eh